# 1
Here is a 2-piece molecular cluster, C10H6N5 overall in a non-equilibrium geometry from the Open Molecules 2025 dataset. Energies are from ωB97M-V/def2-TZVPD.

Results
strongest force on any atom	0.0573	Eh/bohr
net charge	-1
HOMO	-3.0947	eV
total energy	-17916.1446	eV
lowest unoccupied orbital energy	2.18	eV

Structure (XYZ):
```
21
C10H6N5, DFT ωB97M-V/def2-TZVPD
C -1.1945 -0.3476 -0.0537
C -1.1164 -1.6828 0.2102
C -2.1613 -2.5890 -0.1510
N -3.0239 -3.3096 -0.4772
C -0.0311 -2.2617 0.9336
N 0.8603 -2.7414 1.5260
C -0.1560 0.5974 0.3415
C 1.2184 0.3389 0.1238
C 2.1863 1.2491 0.5443
C 1.8188 2.4233 1.2156
C 0.4610 2.6845 1.4466
C -0.5143 1.8041 0.9868
H -2.0876 0.0391 -0.5504
H 1.5058 -0.5794 -0.3962
H 3.2376 1.0311 0.3554
H 2.5821 3.1253 1.5564
H 0.1657 3.5825 1.9888
H -1.5742 1.9972 1.1754
N -0.2816 -1.1257 -2.7139
N -0.7270 -1.7891 -3.5909
N -1.1679 -2.4464 -4.4709
```

***

# 2
Here is one molecule with the formula C5H10N4 in a non-equilibrium geometry from the Open Molecules 2025 dataset. Energies are from ωB97M-V/def2-TZVPD.

Results
strongest force on any atom	0.0553	Eh/bohr
net charge	0
HOMO	-8.8273	eV
total energy	-11304.3660	eV
relative energy (zero: lowest compared OMol25 entry of this formula, charge and spin)	80.99	kcal/mol
SMILES string	NC[C@@]12C[C@@H]1N=CNN2
lowest unoccupied orbital energy	0.97	eV

Structure (XYZ):
```
19
C5H10N4, DFT ωB97M-V/def2-TZVPD
N -2.3286 -0.9374 1.0323
C -1.9819 -0.2061 -0.1611
C -0.4617 -0.2391 -0.1297
C 0.2169 -1.3723 -0.8202
C 0.3750 -0.0246 -1.3981
N 1.6775 0.6959 -1.2487
C 1.9144 1.1609 -0.0721
N 1.1356 1.0742 1.1337
N 0.1119 0.1018 1.1259
H -2.2161 -0.4566 1.9325
H -1.5990 -1.6286 1.1045
H -2.3721 0.8109 -0.1839
H -2.5188 -0.7090 -0.9978
H 0.9257 -2.0093 -0.2483
H -0.6090 -1.9178 -1.3208
H -0.0666 0.1890 -2.4035
H 2.6108 2.0014 0.0413
H 0.8597 1.9643 1.5512
H 0.4344 -0.6975 1.7090
```

***

# 3
Here is one molecule with the formula CHFOS2 in a non-equilibrium geometry from the Open Molecules 2025 dataset. Energies are from ωB97M-V/def2-TZVPD.

Results
strongest force on any atom	0.0831	Eh/bohr
net charge	0
HOMO	-9.4764	eV
total energy	-27486.3884	eV
relative energy (zero: lowest compared OMol25 entry of this formula, charge and spin)	36.41	kcal/mol
SMILES string	FC(=S)OS
lowest unoccupied orbital energy	-1.02	eV

Structure (XYZ):
```
6
CHFOS2, DFT ωB97M-V/def2-TZVPD
F -3.1582 -1.5455 -0.5671
C -1.8241 -1.7505 -1.1879
S -1.6600 -3.0712 -2.1224
O -0.9046 -0.9392 -0.8587
S -0.6859 0.0228 0.5678
H 0.0551 -1.0661 0.8868
```

***

# 4
Here is C25H48Cl3DyN4O3SSi as an isolated structure in a non-equilibrium geometry from the Open Molecules 2025 dataset. Energies are from ωB97M-V/def2-TZVPD.

Results
strongest force on any atom	0.0410	Eh/bohr
net charge	0
<S²>	9.33
HOMO (spin up / spin down)	-7.9384 / -7.9455	eV
total energy	-119178.6885	eV
relative energy (zero: lowest compared OMol25 entry of this formula, charge and spin)	0.00	kcal/mol
lowest unoccupied orbital energy (spin up / spin down)	0.45 / 0.45	eV
2S+1	6

Structure (XYZ):
```
86
C25H48Cl3DyN4O3SSi, DFT ωB97M-V/def2-TZVPD
C 1.5206 0.7279 -4.8813
C 2.7293 -0.1491 -4.8656
H 1.7911 1.7305 -5.2219
H 1.0814 0.8023 -3.8828
H 0.7447 0.3491 -5.5634
C 3.8085 0.0660 -5.6352
C 3.9391 1.1750 -6.6291
H 4.6608 -0.6160 -5.5951
H 3.6153 2.1561 -6.2516
H 3.3765 0.9794 -7.5564
H 4.9983 1.2704 -6.9059
Dy -2.2107 0.5695 0.3452
Cl -4.0110 -1.1978 0.0507
Cl -1.3250 0.9406 -1.9858
C -1.0759 -2.2443 1.4113
O -1.0092 -0.9889 1.5846
N -0.1830 -3.1188 1.8781
C 0.9111 -2.7177 2.7644
C -0.1389 -4.4763 1.3430
H -1.9172 -2.6530 0.8264
H 0.5709 -1.9247 3.4346
H 1.7886 -2.3570 2.2022
H 1.2077 -3.6066 3.3356
H -1.1161 -4.7249 0.9213
H 0.1098 -5.1647 2.1534
H 0.6082 -4.5691 0.5435
H -1.5682 5.2228 -0.0432
H 0.4562 3.0447 -0.4522
C -0.9585 5.3201 0.8719
C 0.7784 3.5802 0.4583
N -0.3663 4.0398 1.2478
H -1.5936 5.6846 1.6865
C -1.1045 3.1521 1.9175
O -1.0039 1.9030 1.7782
H 1.4004 2.9182 1.0724
H -1.8791 3.5862 2.5596
H -0.1484 6.0366 0.7006
H 1.3682 4.4573 0.1813
O 2.6575 -0.6850 -2.5734
C 2.6883 -1.2891 -3.8701
C 5.0974 -2.0733 -3.6012
C 3.7918 -2.3348 -4.0128
H 5.3183 -1.1332 -3.0896
C 6.1167 -2.9886 -3.8967
H 1.7149 -1.7820 -4.0115
C 3.4862 -3.5357 -4.6699
H 7.1396 -2.7574 -3.5932
C 5.8311 -4.1514 -4.6165
C 4.5122 -4.4298 -4.9968
H 2.4483 -3.7125 -4.9565
H 6.6470 -4.8199 -4.9148
H 4.2844 -5.3244 -5.5824
Si 2.7030 -1.0981 -0.9667
Cl -3.5581 2.7539 0.1798
C 4.3088 -0.4502 -0.2612
C 2.5266 -2.9516 -0.7499
C 1.3029 -0.1630 -0.1949
H 5.1909 -0.9007 -0.7289
H 4.3545 -0.6458 0.8176
H 4.3585 0.6334 -0.4242
H 1.3287 0.8972 -0.4768
H 1.2935 -0.2364 0.8987
H 0.3614 -0.5638 -0.5936
H 3.2912 -3.5055 -1.3089
H 1.5414 -3.2993 -1.0909
H 2.6484 -3.1829 0.3174
C -3.5808 2.0128 6.1027
N -4.9057 1.9782 5.4956
C -6.0205 1.8747 6.4392
C -5.0236 1.3500 4.2733
S -3.7492 0.5223 3.5417
N -6.2758 1.4187 3.7268
C -7.0215 2.6749 3.8780
C -6.5358 0.6606 2.5055
H -3.6010 2.7480 6.9118
H -2.8604 2.2985 5.3293
H -3.3028 1.0345 6.5154
H -6.5374 2.8416 6.5413
H -6.7466 1.0993 6.1514
H -5.6110 1.6287 7.4271
H -7.3820 2.9905 2.8978
H -7.8944 2.5231 4.5181
H -6.3849 3.4617 4.2956
H -5.9998 1.0956 1.6490
H -6.1918 -0.3703 2.6418
H -7.6158 0.6833 2.3279
```

***

# 5
Here is C36H31BrF4IrO4PS2 as an isolated structure from the Open Molecules 2025 dataset. Energies are from ωB97M-V/def2-TZVPD.

Results
strongest force on any atom	0.0013	Eh/bohr
net charge	+2
HOMO	-14.5311	eV
total energy	-160722.2972	eV
relative energy (zero: lowest compared OMol25 entry of this formula, charge and spin)	0.00	kcal/mol
lowest unoccupied orbital energy	-5.53	eV

Structure (XYZ):
```
80
C36H31BrF4IrO4PS2, DFT ωB97M-V/def2-TZVPD
Ir 0.5515 0.5021 -0.6015
F 6.1584 0.1056 3.4215
C 4.9070 0.2052 3.0345
C 3.9238 0.5790 3.9379
F 4.2413 0.8328 5.1902
C 2.6053 0.6748 3.5164
F 1.6832 0.9920 4.4198
C 2.2390 0.4366 2.1994
P 0.5034 0.4511 1.6562
C -0.1644 -1.0036 2.4862
C -0.8900 -0.9015 3.6708
C -1.2916 -2.0537 4.3318
C -0.9606 -3.3021 3.8241
C -0.2146 -3.4060 2.6556
C 0.1862 -2.2607 1.9875
C -0.2906 1.9216 2.3144
C 0.4333 3.0498 2.6931
C -0.2370 4.1805 3.1348
C -1.6248 4.1912 3.1868
C -2.3490 3.0773 2.7797
C -1.6856 1.9446 2.3373
C 3.2429 0.0359 1.3287
Br 2.8276 -0.5054 -0.4494
C 4.5581 -0.0827 1.7208
F 5.4896 -0.4804 0.8655
H -1.1332 0.0666 4.0871
H -1.8514 -1.9738 5.2541
H -1.2705 -4.1971 4.3472
H 0.0597 -4.3792 2.2707
H 0.7723 -2.3469 1.0805
H 1.5149 3.0545 2.6485
H 0.3255 5.0503 3.4459
H -2.1433 5.0713 3.5437
H -3.4305 3.0890 2.8120
H -2.2523 1.0779 2.0173
O 0.5491 0.8476 -2.7204
S 1.1867 0.6525 -4.0943
C -0.1178 -0.1171 -5.0878
C -0.8450 -1.2996 -4.4635
C -1.8926 -0.9040 -3.4160
C -2.2877 -2.0913 -2.5322
S -1.6033 -2.0765 -0.8516
O -0.2132 -1.3983 -0.9896
C -2.7753 -1.0541 -0.0020
C -3.3794 0.0774 -0.5486
C -4.3931 0.7015 0.1558
C -4.8066 0.1971 1.3857
C -4.1991 -0.9262 1.9265
C -3.1800 -1.5608 1.2305
C 2.3941 -0.6440 -4.0214
C 2.2517 -1.7892 -3.2416
C 3.2490 -2.7513 -3.2778
C 4.3661 -2.5719 -4.0860
C 4.5015 -1.4240 -4.8527
C 3.5163 -0.4470 -4.8172
H 0.3932 -0.3895 -6.0141
H -0.7977 0.7065 -5.3177
H -0.1220 -1.9955 -4.0388
H -1.3349 -1.8474 -5.2719
H -2.7857 -0.5300 -3.9198
H -1.5066 -0.0882 -2.8105
H -1.9375 -3.0349 -2.9541
H -3.3631 -2.1870 -2.3791
H -3.0740 0.4694 -1.5063
H -4.8759 1.5745 -0.2623
H -5.6164 0.6793 1.9178
H -4.5266 -1.3217 2.8784
H -2.7124 -2.4514 1.6327
H 1.3875 -1.9177 -2.6030
H 3.1541 -3.6463 -2.6768
H 5.1375 -3.3297 -4.1126
H 5.3764 -1.2824 -5.4720
H 3.6222 0.4604 -5.3992
C -0.6565 4.2184 -0.6789
C -0.1965 2.8169 -0.6400
O 1.0237 2.4833 -0.4726
O -1.0003 1.8220 -0.7351
H 0.1823 4.8864 -0.8539
H -1.1060 4.4479 0.2906
H -1.4194 4.3393 -1.4455
```